[1]
The following is a DFT calculation (the ωB97M-V functional and the def2-TZVPD basis) of 2 unconnected molecules or ions with the total composition S2.

Values from the calculation:
DFT total energy, a.u.: -796.02155
Molecular weight, g/mol: 64.13
Relative energy (zero: lowest compared OMol25 entry of this formula, charge and spin), kJ/mol: 786.1
HOMO energy, Ha: -0.340
Net charge: 0
E_LUMO, eV: -5.4930
Strongest force on any atom, eV/Å: 2.19

Each line ends with the Löwdin charge.
CARTESIAN COORDINATES (ANGSTROEM)
S  0.435  -0.167  1.870  0.00
S  -0.435  0.167  -1.870  0.00


[2]
The following is a DFT calculation (the ωB97M-V functional and the def2-TZVPD basis) of a molecular structure, C16H17N3O2RuS2Te.

Values from the calculation:
DFT total energy, a.u.: -2093.75243
Molecular weight, g/mol: 576.13
Relative energy (zero: lowest compared OMol25 entry of this formula, charge and spin), kJ/mol: 0.0
HOMO energy (alpha / beta), Ha: -0.397 / -0.392
Net charge: +1
E_LUMO (alpha / beta), eV: -3.0547 / -4.5420
Strongest force on any atom, eV/Å: 0.95
Multiplicity: 2

Each line ends with the Löwdin charge.
CARTESIAN COORDINATES (ANGSTROEM)
Ru  -0.549  -0.622  -0.241  1.05
N  -2.760  -0.344  -0.327  -0.04
C  -2.946  -0.083  -1.788  -0.10
C  -1.508  -0.377  -2.188  -0.70
O  -1.130  -1.590  -2.120  -0.04
O  -0.696  0.596  -2.095  -0.07
H  -3.245  -1.188  -0.051  0.07
H  -3.102  0.408  0.259  0.08
H  -3.200  0.956  -1.963  0.13
H  -3.679  -0.750  -2.232  0.13
C  2.146  1.289  -1.578  -0.06
C  2.348  -0.103  -1.092  -0.57
N  1.449  -0.866  -0.508  -0.08
C  1.951  -2.104  -0.145  -0.31
C  3.247  -2.296  -0.474  -0.29
S  3.860  -0.889  -1.233  1.15
C  1.000  -2.963  0.526  -0.31
C  1.149  -4.205  1.042  -0.29
S  -0.311  -4.713  1.761  1.15
C  -1.066  -3.247  1.339  -0.61
N  -0.269  -2.428  0.691  -0.12
C  -2.489  -2.969  1.683  -0.07
H  1.166  1.661  -1.297  0.05
H  2.229  1.320  -2.665  0.10
H  2.908  1.940  -1.152  0.09
H  3.861  -3.163  -0.304  0.09
H  2.029  -4.826  1.045  0.09
H  -2.826  -3.617  2.490  0.09
H  -3.127  -3.169  0.819  0.09
H  -2.605  -1.933  2.000  0.04
Te  -0.488  0.375  2.183  0.98
C  0.101  2.246  1.372  -0.66
C  -0.768  3.002  0.589  -0.17
C  -0.329  4.173  -0.008  -0.08
C  0.972  4.616  0.195  -0.08
C  1.833  3.876  0.991  -0.09
C  1.406  2.685  1.564  -0.18
H  -1.794  2.685  0.452  0.08
H  -1.008  4.751  -0.622  0.11
H  1.308  5.540  -0.257  0.11
H  2.843  4.224  1.166  0.11
H  2.088  2.104  2.173  0.09


[3]
The following is a DFT calculation (the ωB97M-V functional and the def2-TZVPD basis) of a single C3H3N3O2 molecule.

Values from the calculation:
DFT total energy, a.u.: -430.79149
Molecular weight, g/mol: 113.08
Relative energy (zero: lowest compared OMol25 entry of this formula, charge and spin), kJ/mol: 340.0
HOMO energy, Ha: -0.369
Net charge: 0
E_LUMO, eV: -0.7745
SMILES string: [H]/N=C1/N=CN(O)C1=O
Strongest force on any atom, eV/Å: 3.00

Each line ends with the Löwdin charge.
CARTESIAN COORDINATES (ANGSTROEM)
H  -1.950  -2.085  -0.054  0.08
N  -1.762  -1.589  -0.930  0.22
C  -0.861  -0.764  -0.688  -0.36
N  -0.357  0.187  -1.616  0.12
C  0.504  0.872  -0.965  -0.13
N  0.680  0.565  0.355  -0.09
O  1.769  0.972  1.095  0.10
C  -0.222  -0.463  0.640  -0.33
O  -0.362  -0.908  1.758  0.13
H  1.193  1.696  -1.339  0.17
H  1.368  1.517  1.744  0.10


[4]
The following is a DFT calculation (the ωB97M-V functional and the def2-TZVPD basis) of a gas-phase ion, C24H29N2O2 (charge +1).

Values from the calculation:
DFT total energy, a.u.: -1191.67995
Molecular weight, g/mol: 377.51
Relative energy (zero: lowest compared OMol25 entry of this formula, charge and spin), kJ/mol: 66.5
HOMO energy, Ha: -0.386
Net charge: +1
E_LUMO, eV: -2.3843
SMILES string: COC(=O)[C@H]1CCC[N@@H+]1[C@H](c1ccc(C)cc1)c1c(C)n(C)c2ccccc12
Strongest force on any atom, eV/Å: 3.18

Each line ends with the Löwdin charge.
CARTESIAN COORDINATES (ANGSTROEM)
C  -4.027  0.872  -3.064  0.00
O  -2.978  -0.128  -3.037  -0.02
C  -1.986  0.147  -2.190  -0.44
O  -1.930  1.209  -1.576  0.11
C  -0.955  -0.975  -2.103  -0.13
C  -0.354  -1.178  -3.504  -0.10
C  1.161  -1.087  -3.346  -0.13
C  1.437  -0.477  -1.959  -0.05
N  0.146  -0.537  -1.171  0.02
C  0.220  -1.056  0.333  -0.08
C  -1.118  -0.775  1.107  -0.16
C  -1.309  0.014  2.262  -0.02
C  -2.584  0.553  2.480  -0.02
C  -3.666  0.154  1.693  -0.27
C  -4.959  0.913  1.778  -0.05
C  -3.490  -0.893  0.788  -0.03
C  -2.234  -1.456  0.613  -0.06
C  1.435  -0.560  1.098  -0.11
C  2.628  -1.217  1.468  -0.20
C  2.995  -2.646  1.570  -0.01
N  3.593  -0.246  1.641  -0.05
C  5.022  -0.490  1.791  0.00
C  3.010  1.020  1.599  -0.15
C  3.602  2.273  1.523  0.00
C  2.759  3.365  1.255  -0.07
C  1.383  3.199  1.045  -0.07
C  0.793  1.927  1.037  -0.03
C  1.619  0.840  1.331  -0.15
H  -4.845  0.397  -3.621  0.11
H  -4.327  1.115  -2.042  0.09
H  -3.662  1.765  -3.580  0.11
H  -1.424  -1.880  -1.722  0.14
H  -0.686  -2.157  -3.860  0.13
H  -0.709  -0.455  -4.269  0.14
H  1.614  -2.097  -3.396  0.12
H  1.584  -0.520  -4.189  0.13
H  2.235  -0.961  -1.412  0.12
H  1.698  0.594  -2.149  0.16
H  -0.115  0.384  -0.877  0.11
H  0.335  -2.121  0.006  0.16
H  -0.482  0.306  2.920  0.13
H  -2.728  1.308  3.256  0.13
H  -5.695  0.469  1.100  0.08
H  -5.367  0.894  2.798  0.09
H  -4.838  1.974  1.496  0.09
H  -4.348  -1.234  0.210  0.12
H  -2.148  -2.373  0.029  0.12
H  2.070  -3.232  1.564  0.09
H  3.619  -2.958  0.714  0.09
H  3.554  -2.892  2.492  0.10
H  5.526  0.483  1.793  0.08
H  5.216  -1.022  2.740  0.10
H  5.412  -1.104  0.957  0.10
H  4.670  2.381  1.674  0.10
H  3.165  4.372  1.213  0.11
H  0.733  4.049  0.854  0.11
H  -0.272  1.747  0.839  0.10


[5]
The following is a DFT calculation (the ωB97M-V functional and the def2-TZVPD basis) of 3 unconnected molecules or ions with the total composition C4H12N2O3.

Values from the calculation:
DFT total energy, a.u.: -494.64034
Molecular weight, g/mol: 136.15
Relative energy (zero: lowest compared OMol25 entry of this formula, charge and spin), kJ/mol: 622.5
HOMO energy (alpha / beta), Ha: -0.304 / -0.304
Net charge: 0
E_LUMO (alpha / beta), eV: 0.1957 / 0.1964
Strongest force on any atom, eV/Å: 1.75

Each line ends with the Löwdin charge.
CARTESIAN COORDINATES (ANGSTROEM)
C  0.481  -0.043  -1.614  0.03
C  0.090  1.385  -1.696  -0.10
O  1.737  -0.017  0.076  -0.28
O  2.240  1.257  0.447  -0.10
H  1.469  1.639  0.922  0.06
H  1.462  -0.291  -1.993  0.08
H  -0.248  -0.740  -2.011  0.07
H  0.823  2.031  -1.219  0.07
H  0.043  1.655  -2.760  0.09
H  -0.896  1.574  -1.273  0.07
C  -1.963  -0.823  0.069  -0.08
N  -0.525  -0.967  0.269  -0.06
C  0.050  -0.205  1.354  -0.62
N  0.559  -0.984  2.397  0.15
O  -0.269  0.969  1.510  0.02
H  -0.221  -1.933  0.273  0.13
H  1.154  -1.752  2.115  0.09
H  0.986  -0.399  3.102  0.10
H  -2.226  0.228  0.164  0.08
H  -2.215  -1.181  -0.932  0.08
H  -2.532  -1.404  0.801  0.09


[6]
The following is a DFT calculation (the ωB97M-V functional and the def2-TZVPD basis) of 4 unconnected molecules or ions with the total composition C33H71Cl2FN4O10S.

Values from the calculation:
DFT total energy, a.u.: -3689.50995
Molecular weight, g/mol: 805.92
HOMO energy, Ha: -0.321
Net charge: 0
E_LUMO, eV: 0.2970
SMILES string: CCOCCCCC[C@H]1[C@H](C)[C@](N)(/C(Cl)=C(/C)Cl)OS(=O)(=O)[C@H]1F.COCCNCCOC.COCCNCCOC.COCCNCCOC
Strongest force on any atom, eV/Å: 6.73

Each line ends with the Löwdin charge.
CARTESIAN COORDINATES (ANGSTROEM)
C  -4.209  -2.581  -0.477  -0.07
C  -3.226  -1.488  -1.118  -0.25
O  -2.443  -2.181  -2.124  -0.20
C  -2.470  -1.464  -3.368  -0.22
C  -1.272  -2.026  -4.273  -0.16
C  0.057  -1.175  -4.104  -0.21
C  0.591  -1.078  -2.609  -0.17
C  2.203  -1.092  -2.499  -0.13
C  2.720  0.320  -1.923  -0.25
C  4.168  0.210  -1.270  -0.24
C  4.016  -0.733  0.024  -0.06
C  4.802  1.588  -0.777  -0.50
N  6.270  1.328  -0.663  0.06
C  4.339  2.008  0.711  -0.48
Cl  5.438  1.642  2.131  0.66
C  3.160  2.673  1.018  -0.58
C  2.750  3.117  2.493  -0.11
Cl  1.973  3.150  -0.272  0.69
O  4.686  2.697  -1.695  -0.19
S  4.271  2.223  -3.231  0.78
O  5.290  1.409  -3.944  -0.27
O  4.034  3.491  -4.005  -0.32
C  2.615  1.407  -3.079  -0.28
F  2.303  0.894  -4.346  -0.01
H  -4.708  -3.109  -1.349  0.08
H  -4.941  -2.026  0.175  0.07
H  -3.538  -3.283  0.122  0.06
H  -2.496  -1.155  -0.322  0.12
H  -3.816  -0.624  -1.536  0.11
H  -3.439  -1.637  -3.943  0.11
H  -2.399  -0.330  -3.241  0.13
H  -1.619  -1.852  -5.347  0.11
H  -1.114  -3.136  -4.137  0.12
H  -0.210  -0.110  -4.420  0.11
H  0.871  -1.498  -4.832  0.11
H  0.159  -0.196  -2.033  0.12
H  0.196  -1.998  -2.062  0.11
H  2.701  -1.375  -3.469  0.12
H  2.429  -1.942  -1.777  0.11
H  2.003  0.551  -1.069  0.11
H  4.915  -0.288  -1.968  0.16
H  4.014  -1.798  -0.382  0.09
H  3.013  -0.583  0.534  0.10
H  4.892  -0.677  0.726  0.06
H  6.748  2.131  -0.252  0.08
H  6.446  0.460  -0.158  0.06
H  2.165  4.084  2.346  0.08
H  2.035  2.382  2.956  0.09
H  3.637  3.383  3.127  0.03
H  1.853  2.216  -2.858  0.13
C  4.577  8.544  8.110  -0.11
O  5.823  7.885  7.944  -0.20
C  5.947  6.708  8.740  -0.21
C  5.966  5.463  7.857  -0.21
N  4.657  5.221  7.257  -0.05
C  4.669  4.199  6.208  -0.19
C  5.476  4.503  4.939  -0.23
O  4.947  5.563  4.154  -0.19
C  5.362  6.862  4.548  -0.09
H  4.629  9.499  7.586  0.09
H  3.762  7.959  7.675  0.08
H  4.371  8.740  9.167  0.09
H  5.167  6.642  9.507  0.12
H  6.908  6.778  9.258  0.12
H  6.254  4.597  8.461  0.12
H  6.733  5.616  7.088  0.10
H  4.312  6.085  6.858  0.07
H  3.627  4.047  5.910  0.12
H  5.015  3.253  6.636  0.12
H  5.421  3.614  4.302  0.07
H  6.541  4.659  5.140  0.11
H  6.369  6.865  4.975  0.09
H  4.648  7.287  5.257  0.07
H  5.359  7.501  3.664  0.09
C  -6.252  -1.160  -4.081  -0.11
O  -5.523  -0.536  -5.128  -0.21
C  -6.041  -0.838  -6.424  -0.21
C  -6.660  0.406  -7.056  -0.21
N  -7.895  0.786  -6.376  -0.05
C  -8.401  2.105  -6.766  -0.20
C  -7.535  3.322  -6.415  -0.22
O  -7.422  3.573  -5.021  -0.18
C  -6.398  2.843  -4.365  -0.10
H  -5.707  -1.003  -3.149  0.07
H  -7.245  -0.714  -3.977  0.08
H  -6.343  -2.238  -4.249  0.09
H  -6.753  -1.671  -6.402  0.12
H  -5.192  -1.151  -7.038  0.12
H  -6.873  0.206  -8.111  0.12
H  -5.914  1.208  -7.003  0.10
H  -7.734  0.787  -5.376  0.07
H  -9.365  2.228  -6.263  0.12
H  -8.604  2.105  -7.840  0.12
H  -8.035  4.202  -6.831  0.12
H  -6.547  3.290  -6.887  0.11
H  -5.544  2.646  -5.018  0.09
H  -6.797  1.906  -3.968  0.07
H  -6.054  3.433  -3.514  0.09
C  -0.336  -7.604  4.731  -0.11
O  0.212  -7.916  3.460  -0.20
C  -0.349  -9.094  2.880  -0.21
C  -1.187  -8.740  1.653  -0.21
N  -2.412  -8.042  2.033  -0.05
C  -3.132  -7.455  0.900  -0.19
C  -2.430  -6.331  0.127  -0.22
O  -2.255  -5.133  0.873  -0.20
C  -1.090  -5.103  1.682  -0.09
H  0.250  -6.789  5.158  0.09
H  -1.373  -7.270  4.641  0.08
H  -0.279  -8.462  5.408  0.09
H  -0.928  -9.677  3.604  0.12
H  0.490  -9.716  2.556  0.12
H  -1.444  -9.658  1.116  0.12
H  -0.564  -8.121  0.996  0.10
H  -2.181  -7.302  2.684  0.07
H  -4.065  -7.049  1.302  0.12
H  -3.410  -8.252  0.204  0.12
H  -3.082  -6.061  -0.710  0.12
H  -1.484  -6.651  -0.324  0.11
H  -0.266  -5.676  1.248  0.09
H  -1.318  -5.467  2.686  0.07
H  -0.774  -4.063  1.781  0.09